# 1
DFT (wB97M-V/def2-TZVPD) results for 2 unconnected molecules or ions with the total composition C8H19NO at a distorted geometry.

largest force on an atom	4.66	eV/Å
2S+1	2
highest occupied orbital energy (alpha / beta)	-0.52676 / -0.52700	hartree
ΔE to the lowest compared entry with this formula, charge and spin	164.9	kJ/mol
net charge	+1

Last columns: bonded neighbours and bond lengths (Å).
Positions of all 29 atoms, in Å:
1 O 2.4421 0.8645 -0.4158  C8 1.218
2 N 0.4353 1.0267 0.4653  C6 1.460, C8 1.377, C10 1.559
3 C -0.8973 -2.6307 -1.0879  C4 1.537, C5 1.524, H20 1.100, H28 1.081
4 C 0.5623 -3.0397 -1.3402  C3 1.537, H12 1.096, H17 1.090, H25 1.083
5 C -1.3397 -2.9510 0.3353  C3 1.524, H11 1.092, H16 1.092, H27 1.093
6 C 0.5753 -0.2064 1.2346  N2 1.460, H21 1.086, H23 1.087, H29 1.107
7 C 1.1187 2.6066 -1.3634  C8 1.498, H13 1.094, H15 1.084, H19 1.087
8 C 1.3700 1.4413 -0.4571  O1 1.218, N2 1.377, C7 1.498
9 C -0.5909 3.4435 1.2245  C10 1.572, H14 1.077, H24 1.091, H26 1.085
10 C -0.6672 1.8747 1.1692  N2 1.559, C9 1.572, H18 1.082, H22 1.076
11 H -2.4236 -2.8788 0.4472  C5 1.092
12 H 1.1552 -2.3654 -0.7122  C4 1.096
13 H 0.0507 2.6378 -1.5963  C7 1.094
14 H -0.3948 3.7591 2.2352  C9 1.077
15 H 1.4440 3.5063 -0.8546  C7 1.084
16 H -0.9973 -2.4439 1.2402  C5 1.092
17 H 0.7441 -3.9785 -0.8169  C4 1.090
18 H -1.5949 1.4569 0.8013  C10 1.082
19 H 1.5171 2.4316 -2.3600  C7 1.087
20 H -1.1224 -1.5932 -1.3739  C3 1.100
21 H -0.2707 -0.8669 1.3991  C6 1.086
22 H -0.3731 1.5986 2.1669  C10 1.076
23 H 1.5036 -0.1337 1.7954  C6 1.087
24 H -1.4596 3.6600 0.6018  C9 1.091
25 H 0.8297 -3.0095 -2.3888  C4 1.083
26 H 0.1479 3.7601 0.4953  C9 1.085
27 H -1.0512 -3.9893 0.5172  C5 1.093
28 H -1.5926 -3.1272 -1.7506  C3 1.081
29 H 0.8795 -0.8532 0.3888  C6 1.107

Here are the Mulliken charges for atoms 1 to 5, given in e: atom 1 (O): -0.40, atom 2 (N): 0.27, atom 3 (C): -0.15, atom 4 (C): -1.05, atom 5 (C): -1.19

=====

# 2
DFT (wB97M-V/def2-TZVPD) results for C6H7N in the gas phase at a distorted geometry.

SMILES	N#CC1CC=CC1
largest force on an atom	2.19	eV/Å
highest occupied orbital energy	-0.35482	hartree
ΔE to the lowest compared entry with this formula, charge and spin	117.7	kJ/mol
net charge	0

Last columns: bonded neighbours and bond lengths (Å).
Positions of all 14 atoms, in Å:
1 N -0.5292 2.8720 -0.9211  C2 1.152
2 C -0.4598 1.9765 -0.2004  N1 1.152, C5 1.420
3 C -0.3478 -1.4925 -0.1556  C6 1.489, C7 1.316, H10 1.070
4 C 1.1778 0.2344 0.0720  C5 1.527, C7 1.482, H11 1.091, H12 1.082
5 C -0.1932 0.7631 0.4880  C2 1.420, C4 1.527, C6 1.530, H8 1.086
6 C -1.2138 -0.3087 0.0997  C3 1.489, C5 1.530, H9 1.099, H13 1.081
7 C 0.9096 -1.1595 -0.3532  C3 1.316, C4 1.482, H14 1.076
8 H -0.2179 0.9983 1.5478  C5 1.086
9 H -1.7855 -0.0723 -0.8081  C6 1.099
10 H -0.6793 -2.5079 -0.2093  C3 1.070
11 H 1.8827 0.2954 0.9021  C4 1.091
12 H 1.6382 0.6764 -0.8014  C4 1.082
13 H -1.9199 -0.4625 0.9034  C6 1.081
14 H 1.7381 -1.8127 -0.5639  C7 1.076

Here are the Mulliken charges for atoms 1 to 5, given in e: atom 1 (N): -0.45, atom 2 (C): -0.11, atom 3 (C): -0.42, atom 4 (C): -0.73, atom 5 (C): 0.51

=====

> What is the formula in the first record?

C8H19NO

=====

> What is the net charge in the first record?

+1